1.
Below is a cluster of 2 separate species, C27H36N3O2 in total in a non-equilibrium geometry, with properties calculated with the ωB97M-V functional and the def2-TZVPD basis.

XYZ file:
```
68
Properties=species:S:1:pos:R:3:forces:R:3
C 6.1884 -0.7529 1.8193 -0.518 -0.050 -0.248
O 4.7900 -0.8487 1.4658 0.393 0.332 -0.458
C 4.1933 0.2171 0.8490 -0.190 0.158 0.177
C 2.8332 0.0256 0.5002 1.084 -0.386 0.738
C 2.0803 1.1362 0.2092 -0.051 1.038 -1.200
C 2.7296 2.3802 -0.0267 -0.262 -0.500 0.288
C 4.0863 2.5597 0.1964 0.263 -0.270 0.093
C 4.8382 1.4682 0.6560 -0.656 -0.121 0.116
N 1.7825 3.2733 -0.5203 -1.284 -0.569 0.278
C 2.0802 4.6300 -0.9473 -0.253 0.131 -0.078
C 0.5465 2.6657 -0.5399 1.316 -0.641 -0.028
C 0.6785 1.3166 -0.1261 0.822 0.668 0.627
C -0.2711 0.2501 -0.1854 -0.161 -0.224 -1.654
C -1.5741 0.6099 -0.7002 -0.511 -0.626 0.391
C -2.3412 1.7577 -0.4467 -0.168 -0.386 -1.167
N -3.4216 1.7778 -1.2953 0.780 -0.137 0.905
C -4.4148 2.8319 -1.4173 -0.077 0.136 0.218
C -3.4186 0.6252 -2.0689 0.639 -0.044 0.142
C -2.2727 -0.1450 -1.7330 -0.624 1.293 -0.020
C -1.9213 -1.2182 -2.5370 -0.661 -1.059 -1.375
C -2.7823 -1.5528 -3.6295 0.622 0.365 0.836
O -2.5461 -2.5648 -4.5121 0.370 0.148 0.473
C -1.3069 -3.2905 -4.4115 -0.498 0.363 0.053
C -3.9664 -0.8062 -3.8860 0.427 0.067 0.471
C -4.2755 0.3060 -3.1141 -0.152 -0.598 -0.364
H 6.4193 -1.7465 2.2093 0.144 0.284 -0.049
H 6.8036 -0.5341 0.9318 -0.176 -0.111 0.304
H 6.3511 0.0131 2.5935 -0.085 -0.233 -0.235
H 2.4063 -0.9774 0.5081 0.203 0.338 0.188
H 4.5398 3.5381 0.0510 0.112 -0.327 -0.007
H 5.8981 1.5919 0.8966 -0.513 -0.026 -0.113
H 3.1075 4.8510 -0.6507 -0.312 0.163 -0.090
H 1.9836 4.7446 -2.0370 0.089 -0.144 0.323
H 1.3841 5.3213 -0.4595 0.297 -0.036 -0.076
H -0.3173 3.1586 -0.9784 0.402 -0.032 0.174
H 0.1299 -0.7202 -0.4975 -0.175 0.702 -0.570
H -2.1082 2.6095 0.1812 -0.284 -0.269 0.134
H -5.1555 2.5065 -2.1533 0.136 0.264 0.318
H -4.9032 2.9947 -0.4492 0.011 -0.003 -0.277
H -3.9652 3.7760 -1.7572 -0.075 -0.334 0.065
H -0.9965 -1.7689 -2.3615 -0.309 0.096 -0.086
H -1.3831 -4.0285 -5.2080 0.218 -0.003 0.161
H -0.4470 -2.6232 -4.5830 -0.258 -0.196 0.055
H -1.2168 -3.7833 -3.4308 -0.028 0.096 -0.304
H -4.5977 -1.1220 -4.7122 0.132 0.095 0.144
H -5.1674 0.9019 -3.3126 0.298 -0.275 -0.112
C -3.6869 -0.0317 3.1530 -0.041 0.010 0.104
C -2.1904 -0.3436 3.1859 0.163 -0.211 0.143
C -1.7586 -1.0902 1.9229 -0.163 0.029 -0.140
N -0.3249 -0.9391 1.5205 -0.522 -0.634 1.503
C 0.3637 -2.2967 1.6340 -0.241 0.142 -0.631
C 1.6559 -2.4276 2.4419 0.082 -0.058 0.538
C 2.5948 -3.5007 1.8691 0.063 0.002 -0.084
H -4.0041 0.4755 4.0738 0.060 -0.161 -0.253
H -3.9361 0.6162 2.3000 0.073 -0.160 0.194
H -4.2680 -0.9585 3.0568 0.069 0.231 0.014
H -1.6098 0.5772 3.3333 -0.079 -0.125 -0.127
H -1.9650 -1.0150 4.0301 -0.041 0.454 -0.021
H -1.9789 -2.1581 2.0785 0.166 0.431 -0.151
H -2.3859 -0.8042 1.0773 0.031 0.248 -0.047
H 0.1655 -0.2415 2.0761 -0.175 -0.259 0.350
H -0.3571 -2.9938 2.0955 0.293 0.374 -0.406
H 0.5208 -2.6695 0.6153 0.051 0.119 -0.103
H 2.2061 -1.4870 2.5344 -0.152 -0.042 0.011
H 1.3519 -2.7338 3.4543 0.254 0.241 -0.155
H 3.3706 -3.7793 2.5973 -0.281 0.146 -0.209
H 2.0445 -4.4133 1.6034 0.092 0.175 0.090
H 3.1120 -3.1409 0.9669 -0.185 -0.088 0.217
```
Positions in Å, forces in eV/Å.

The frontier orbital gap is 0.2600 Eh. Its multiplicity is 1. Its total energy is -1364.90168 Ha. Its energy relative to the best compared isomer or geometry (same formula, charge and spin) is 41.69 kcal/mol. As for the max |F|: 0.0361 Eh/bohr. As for the net charge: +1. For the HOMO energy, the calculation gives -10.30 eV.

Here are the Mulliken charges for atoms 1 to 5, given in e:
1 C -0.95
2 O -0.32
3 C -0.12
4 C 0.14
5 C 0.25

***

2.
Below is a cluster of 3 separate species, C3H13NO3S in total in a non-equilibrium geometry, with properties calculated with the ωB97M-V functional and the def2-TZVPD basis.

XYZ file:
```
21
Properties=species:S:1:pos:R:3:forces:R:3
C 0.6617 -1.2410 -0.4838 -1.370 1.983 -1.636
C -0.3019 -1.9900 0.4290 -2.895 -0.667 -3.379
S -0.6473 -3.7123 -0.2365 1.280 0.346 -0.802
N 0.7608 0.1439 0.1065 0.342 -1.081 -0.532
C 1.8949 0.9322 -0.3144 -0.093 -0.213 -1.042
O 1.5670 1.4952 -1.6775 1.490 -0.482 1.382
H 0.4065 -1.2534 -1.6721 -0.094 0.102 2.746
H 1.6150 -1.7297 -0.4860 0.768 -0.147 0.479
H 0.0855 -2.1759 1.3456 1.327 -0.009 2.800
H -1.3708 -1.5882 0.5372 1.791 0.028 -0.284
H 0.5145 -3.7940 -1.0138 -1.121 -0.028 0.780
H -0.1677 0.6205 0.0215 1.240 -0.152 0.056
H 2.8586 0.2377 -0.4768 -2.079 1.487 0.803
H 2.0761 1.7799 0.4479 -0.161 -1.234 -1.393
H 2.4340 1.5516 -2.1209 -0.584 0.197 -0.005
H -1.5119 1.1270 3.5372 0.191 0.536 -0.535
H -1.7529 2.0065 2.2000 0.268 -0.232 0.369
O -2.0822 1.2925 2.7736 -0.497 -0.343 0.100
H -2.7457 2.7082 -0.5385 1.161 -2.490 -0.820
H -1.9116 1.8435 -1.5815 1.410 0.662 -2.374
O -2.3825 1.7457 -0.7965 -2.376 1.738 3.286
```
Positions in Å, forces in eV/Å.

The frontier orbital gap (alpha / beta) is 0.0751 / 0.3290 Eh. Its multiplicity is 2. Its total energy is -800.66037 Ha. Its energy relative to the best compared isomer or geometry (same formula, charge and spin) is 38.47 kcal/mol. As for the max |F|: 0.0875 Eh/bohr. As for the net charge: -1. For the HOMO energy (alpha / beta), the calculation gives 0.81 / -6.16 eV.

Here are the Mulliken charges for atoms 1 to 5, given in e:
1 C -0.93
2 C -0.58
3 S -0.31
4 N 0.35
5 C -1.01

***

3.
Below is a structure of composition C36H51BN9OS4Zr in a non-equilibrium geometry, with properties calculated with the ωB97M-V functional and the def2-TZVPD basis.

XYZ file:
```
103
Properties=species:S:1:pos:R:3:forces:R:3
Zr -0.2115 -0.3281 -0.3310 0.477 1.109 0.958
C 3.9709 -3.5471 -1.4631 -0.077 0.097 -0.109
C 4.4496 -2.5297 -2.5024 0.313 -0.174 0.198
C 4.9346 -3.2841 -3.7389 -0.048 0.096 -0.044
C 5.5748 -1.6618 -1.9366 -0.122 -0.028 -0.040
N 3.3292 -1.6118 -2.9126 -0.365 0.213 0.066
C 3.1197 -1.2102 -4.2204 -0.031 0.045 -0.136
C 2.1326 -0.2982 -4.2234 -0.046 0.051 -0.117
N 1.7229 -0.1057 -2.9126 0.197 -0.193 -0.014
B 0.7296 1.0113 -2.5463 0.453 0.143 -0.383
N 1.2765 2.0055 -1.4324 0.097 0.152 0.347
C 1.8896 3.0940 -2.0466 0.060 0.109 -0.094
C 2.3451 3.9333 -1.1054 0.025 -0.030 -0.137
N 2.0304 3.4021 0.1235 -0.163 -0.163 -0.242
C 1.3940 2.2302 -0.0721 0.179 0.087 -0.367
S 0.8454 1.2501 1.2542 0.072 0.012 0.525
C 2.4061 4.0806 1.4237 0.083 0.067 0.483
C 2.8844 5.4982 1.1143 -0.014 -0.046 -0.126
C 3.5370 3.2840 2.0744 -0.034 0.007 -0.083
C 1.1878 4.1918 2.3515 0.007 -0.052 -0.153
N -0.7350 0.2804 -2.3054 -0.522 0.385 -0.706
C -1.2139 -0.5857 -3.3124 0.040 -0.263 -0.657
C -2.5085 -0.3168 -3.5195 0.196 -0.109 -0.116
N -2.9178 0.6893 -2.6482 0.661 -0.019 0.242
C -1.8473 1.0478 -1.9107 -0.798 0.566 -0.212
S -1.6903 2.0142 -0.5507 0.087 -0.437 -0.119
C -4.2781 1.3421 -2.7280 -0.307 0.288 -0.045
C -5.2590 0.3101 -3.2901 0.101 -0.005 -0.060
C -4.7694 1.8216 -1.3589 0.138 -0.074 -0.022
C -4.1256 2.5309 -3.6795 0.053 -0.100 0.035
C 2.4671 -0.9294 -2.1294 0.023 -0.216 -0.310
S 2.2892 -0.9639 -0.4198 0.360 0.343 0.053
H 4.7036 -4.3502 -1.4023 -0.014 -0.001 -0.033
H 3.0099 -3.9745 -1.7586 0.012 -0.062 -0.003
H 3.8844 -3.1094 -0.4742 -0.054 0.023 0.074
H 5.6660 -4.0273 -3.4296 0.010 0.022 0.041
H 5.4345 -2.6251 -4.4480 -0.009 -0.024 -0.032
H 4.1172 -3.8069 -4.2384 0.024 -0.028 -0.011
H 6.4093 -2.3004 -1.6500 0.015 0.012 0.017
H 5.2412 -1.1139 -1.0545 0.024 0.005 0.022
H 5.9282 -0.9512 -2.6838 0.018 0.002 0.001
H 3.6839 -1.5921 -5.0497 0.025 -0.023 0.047
H 1.6926 0.2398 -5.0446 0.017 0.034 0.015
H 0.5468 1.6573 -3.5250 -0.057 0.061 0.026
H 1.9597 3.1880 -3.1143 -0.066 -0.036 0.000
H 2.8594 4.8650 -1.2360 0.001 0.004 0.064
H 3.7918 5.5198 0.5116 0.005 -0.015 -0.005
H 3.1223 5.9855 2.0570 -0.009 -0.033 0.027
H 2.1016 6.0823 0.6284 0.032 0.049 -0.008
H 4.4190 3.2587 1.4337 -0.007 0.003 -0.018
H 3.2345 2.2627 2.3020 0.011 -0.008 0.015
H 3.8147 3.7704 3.0085 -0.009 -0.005 0.015
H 0.2891 4.4529 1.7905 -0.010 0.040 0.023
H 1.3765 4.9847 3.0724 0.006 0.007 -0.004
H 1.0069 3.2811 2.9117 -0.039 -0.030 0.031
H -0.5763 -1.2740 -3.8389 0.073 0.001 0.087
H -3.1814 -0.7639 -4.2297 0.017 0.007 0.013
H -5.1389 -0.6632 -2.8099 -0.064 -0.009 0.023
H -5.1622 0.1975 -4.3702 0.037 -0.072 0.007
H -6.2731 0.6537 -3.1001 0.000 0.024 -0.035
H -4.5931 1.0850 -0.5743 -0.036 -0.023 0.013
H -5.8409 2.0023 -1.4252 0.004 -0.019 -0.045
H -4.3067 2.7592 -1.0696 0.071 0.011 0.087
H -3.7403 2.2115 -4.6489 -0.050 -0.002 -0.023
H -3.4452 3.2734 -3.2600 -0.028 0.026 -0.003
H -5.0961 3.0008 -3.8341 -0.003 0.014 0.010
O -0.3558 -2.2850 -0.8389 -0.597 -0.759 0.018
S -0.8745 -3.4758 0.0425 0.445 -0.885 0.041
C 0.4332 -3.7308 1.3060 -0.153 -0.137 0.154
C 1.2150 -4.9938 0.9425 0.010 -0.069 -0.046
C 0.2821 -5.8773 0.1185 0.020 0.077 0.022
C -0.3888 -4.9575 -0.8919 -0.191 -0.080 -0.137
H -0.0870 -3.8410 2.2583 -0.078 0.057 -0.039
H 1.0400 -2.8257 1.3236 -0.023 0.011 0.026
H 1.5480 -5.5066 1.8433 0.023 0.066 0.024
H 2.1001 -4.7358 0.3622 -0.003 0.044 -0.036
H -0.4707 -6.3601 0.7444 0.026 -0.010 0.040
H 0.8270 -6.6637 -0.4025 -0.052 -0.023 -0.005
H -1.2726 -5.3895 -1.3589 -0.032 0.091 0.003
H 0.3004 -4.6051 -1.6613 0.012 0.070 0.030
C -3.2869 -0.9412 2.8563 0.044 0.059 0.073
C -2.0961 -0.6841 2.2046 -0.031 0.032 -0.004
N -1.9791 -0.8117 0.8709 -0.708 -0.466 0.797
C -3.0525 -1.2366 0.1673 -0.259 -0.224 0.183
C -4.2750 -1.5537 0.7487 0.148 0.116 -0.088
C -4.3896 -1.3513 2.1269 0.096 -0.131 -0.112
C -5.4417 -1.9373 -0.0929 -0.054 -0.348 -0.226
C -5.8403 -3.1495 -0.5049 0.214 0.276 0.348
C -5.3336 -4.4749 -0.0945 -0.026 -0.338 -0.047
C -5.9364 -5.6323 -0.5843 -0.001 0.249 -0.073
C -5.4582 -6.8499 -0.1242 0.060 0.011 0.030
N -4.4864 -6.9223 0.7802 -0.130 -0.229 0.015
C -4.0151 -5.7709 1.2199 0.341 0.167 0.107
N -4.3523 -4.5557 0.8111 0.045 0.445 0.064
H -3.3495 -0.8106 3.9274 0.022 0.016 0.005
H -1.2183 -0.3464 2.7426 -0.034 0.020 0.024
H -2.9112 -1.3619 -0.9037 -0.055 -0.026 0.010
H -5.3348 -1.5376 2.6202 0.006 -0.036 0.012
H -6.0583 -1.0932 -0.3847 0.035 0.046 -0.144
H -6.7043 -3.1958 -1.1562 -0.080 0.095 0.033
H -6.7487 -5.5847 -1.2960 -0.016 -0.010 -0.010
H -5.8613 -7.7930 -0.4726 -0.041 0.034 -0.056
H -3.2646 -5.8205 2.0073 -0.025 -0.031 -0.087
```
Positions in Å, forces in eV/Å.

The frontier orbital gap is 0.2644 Eh. Its multiplicity is 1. Its total energy is -3634.45035 Ha. As for the max |F|: 0.0300 Eh/bohr. As for the net charge: +3. For the HOMO energy, the calculation gives -15.71 eV.

Here are the Mulliken charges for atoms 1 to 5, given in e:
1 Zr -0.48
2 C -1.54
3 C 1.13
4 C -2.05
5 C -1.57